1.
{"formula": "C24H42N6O6", "method": "ωB97M-V with the def2-TZVPD basis set", "species": ["C", "C", "N", "N", "C", "O", "C", "C", "C", "C", "C", "C", "C", "C", "C", "O", "H", "H", "H", "H", "H", "H", "H", "H", "H", "H", "H", "H", "H", "H", "C", "C", "O", "N", "C", "H", "H", "H", "H", "H", "H", "H", "C", "C", "O", "N", "C", "H", "H", "H", "H", "H", "H", "H", "C", "C", "O", "N", "C", "H", "H", "H", "H", "H", "H", "H", "C", "C", "O", "N", "C", "H", "H", "H", "H", "H", "H", "H"], "coordinates": [[7.4907, -3.2355, 0.8610], [6.9233, -3.0364, -0.6574], [6.3268, -1.6773, -0.8139], [5.0320, -1.7010, -1.3683], [4.6901, -0.2378, -1.3064], [5.4339, 0.7498, -1.5331], [3.1929, -0.0199, -0.8329], [2.2928, 1.2299, -0.7498], [0.8393, 0.9898, -0.1991], [0.3223, -0.4397, 0.2202], [1.2623, -1.6981, 0.1229], [0.8121, -3.1763, 0.5138], [0.8668, -4.1586, -0.7773], [2.6941, -1.4232, -0.3890], [3.9586, -2.3589, -0.6023], [3.8504, -3.5152, -0.1175], [7.1070, -4.2391, 1.2657], [7.1421, -2.3996, 1.5701], [8.6321, -3.2076, 0.8482], [6.2451, -3.8951, -0.9755], [7.8650, -3.1157, -1.3278], [6.2776, -1.1542, 0.0722], [2.6862, 2.2410, -1.0837], [0.1124, 1.8798, -0.1278], [-0.7488, -0.5268, 0.5900], [-0.3080, -3.1058, 0.7996], [1.3811, -3.5803, 1.4163], [1.2208, -3.5127, -1.6693], [-0.1223, -4.7043, -0.9873], [1.7149, -4.9224, -0.6157], [-3.5016, 3.3213, -1.4245], [-2.1151, 3.8397, -1.1623], [-1.1579, 3.0942, -0.9780], [-1.9396, 5.1896, -1.1329], [-2.9357, 6.2198, -1.3258], [-3.4900, 2.2310, -1.4195], [-4.1839, 3.6638, -0.6428], [-3.8480, 3.6594, -2.4039], [-0.9856, 5.4697, -0.9521], [-2.6336, 6.8352, -2.1760], [-2.9666, 6.8405, -0.4271], [-3.9248, 5.8058, -1.5131], [6.5201, -0.4720, 5.7173], [6.1625, -0.7641, 4.2853], [6.9084, -0.4850, 3.3553], [4.9621, -1.3600, 4.0400], [3.9540, -1.7625, 4.9972], [7.5010, 0.0016, 5.7580], [5.7876, 0.2105, 6.1544], [6.5600, -1.4013, 6.2903], [4.7870, -1.5267, 3.0586], [3.7932, -2.8379, 4.8948], [3.0262, -1.2374, 4.7599], [4.2439, -1.5372, 6.0214], [-8.3885, 4.1421, -1.0313], [-7.0030, 4.6660, -0.7690], [-6.0457, 3.9214, -0.5865], [-6.8317, 6.0167, -0.7380], [-7.8308, 7.0471, -0.9290], [-8.3723, 3.0523, -1.0269], [-9.0712, 4.4815, -0.2490], [-8.7373, 4.4794, -2.0100], [-5.8787, 6.2988, -0.5571], [-7.5297, 7.6641, -1.7782], [-7.8620, 7.6659, -0.0298], [-8.8194, 6.6336, -1.1164], [-4.3159, -5.6190, -2.2110], [-2.9257, -5.1050, -1.9509], [-1.9765, -5.8548, -1.7610], [-2.7420, -3.7547, -1.9309], [-3.7309, -2.7170, -2.1315], [-4.3092, -6.7088, -2.1975], [-4.9969, -5.2672, -1.4326], [-4.6602, -5.2868, -3.1931], [-1.7859, -3.4796, -1.7514], [-3.4231, -2.1099, -2.9855], [-3.7573, -2.0901, -1.2375], [-4.7233, -3.1227, -2.3165]], "mulliken_charge": [-0.5516, -0.4108, -0.4032, 0.0500, 0.2446, -0.5448, 0.1181, -0.7300, -0.0601, -0.8801, 0.6702, -0.3048, -0.9266, 0.3820, 0.3287, -0.5640, 0.2137, 0.0213, 0.2976, 0.2232, 0.3101, 0.2620, 0.3893, 0.2842, 0.3358, 0.3192, 0.2747, 0.2797, 0.2231, 0.2492, -1.0355, 0.6440, -0.6879, -0.1479, -0.6012, 0.2727, 0.3694, 0.2818, 0.2415, 0.3055, 0.3180, -0.0108, -1.3943, 0.9302, -0.6403, -0.0432, -0.9160, 0.2972, 0.3694, 0.3627, 0.0877, 0.2864, 0.2897, 0.3748, -1.4316, 0.8645, -0.6376, -0.0965, -0.8976, 0.2916, 0.3843, 0.3845, 0.1550, 0.2939, 0.3019, 0.3404, -1.3945, 0.9943, -0.6531, -0.0239, -0.8742, 0.3097, 0.3443, 0.3563, 0.0055, 0.2902, 0.2807, 0.3577], "e_above_lowest_kcal_mol": 182.93, "fmax_ev_per_a": 4.9, "smiles": "CCNN1C(=O)c2cccc(CC)c2C1=O.CNC(C)=O.CNC(C)=O.CNC(C)=O.CNC(C)=O", "total_energy_ev": -46789.7606, "lumo_ev": -0.143, "spin_multiplicity": 1}


2.
{"formula": "C24H42NO4Si5TeV", "method": "ωB97M-V with the def2-TZVPD basis set", "species": ["V", "O", "C", "C", "C", "C", "C", "C", "C", "O", "N", "O", "O", "H", "H", "H", "H", "C", "Si", "C", "C", "C", "C", "C", "C", "C", "H", "H", "H", "H", "H", "H", "H", "H", "H", "H", "H", "C", "Si", "C", "C", "Si", "Te", "Si", "C", "C", "C", "Si", "C", "C", "C", "H", "H", "H", "H", "H", "H", "H", "H", "H", "H", "H", "H", "H", "H", "H", "H", "H", "H", "H", "H", "H", "H", "H", "H", "H", "H", "H"], "coordinates": [[-0.4407, 2.1012, 1.2991], [-0.6355, 1.9607, 3.0099], [0.1105, 2.8040, 3.7028], [0.9340, 3.8464, 3.1869], [1.6583, 4.6247, 4.1079], [2.4895, 5.6679, 3.7052], [2.6029, 5.9823, 2.3506], [1.9050, 5.2481, 1.4212], [1.0784, 4.1701, 1.7811], [0.4765, 3.4910, 0.8315], [3.2192, 6.4111, 4.6689], [3.0998, 6.1239, 5.8505], [3.9475, 7.3192, 4.2931], [0.0788, 2.6985, 4.7856], [1.5819, 4.4125, 5.1646], [3.2427, 6.8009, 2.0558], [1.9706, 5.4750, 0.3655], [-2.6530, 3.5530, -1.2532], [-2.6161, 2.6061, 0.4059], [-3.6286, 3.7156, 1.6011], [-3.7704, 1.0927, 0.1831], [-3.9249, 0.1903, 1.2397], [-4.7272, -0.9337, 1.1214], [-5.3917, -1.1916, -0.0714], [-5.2530, -0.3093, -1.1321], [-4.4546, 0.8198, -1.0002], [-3.6760, 3.8353, -1.5196], [-2.2325, 2.9689, -2.0747], [-2.0669, 4.4711, -1.1650], [-4.6199, 3.9246, 1.1891], [-3.1263, 4.6704, 1.7791], [-3.7641, 3.2207, 2.5656], [-3.3897, 0.3698, 2.1680], [-4.8297, -1.6186, 1.9556], [-6.0083, -2.0770, -0.1717], [-5.7641, -0.5045, -2.0683], [-4.3517, 1.4976, -1.8411], [3.9797, -1.6522, 0.8555], [2.5546, -2.8519, 0.4875], [3.3657, -4.4344, -0.1915], [1.7813, -3.3361, 2.1527], [0.9541, -1.9127, -0.9646], [-0.3904, 0.1391, -0.1879], [-0.8035, -3.4395, -1.3090], [-0.2320, -5.1059, -2.0314], [-1.6881, -3.8135, 0.3258], [-2.0912, -2.7192, -2.4966], [1.9999, -1.3994, -3.0083], [0.7734, -0.5596, -4.1848], [3.4650, -0.2147, -2.7714], [2.6877, -2.9183, -3.9266], [4.6446, -2.0389, 1.6306], [3.5926, -0.6879, 1.1933], [4.5780, -1.4710, -0.0402], [4.0860, -4.8385, 0.5232], [3.8957, -4.2410, -1.1271], [2.6208, -5.2084, -0.3907], [2.5381, -3.6357, 2.8809], [1.0855, -4.1692, 2.0292], [1.2201, -2.4976, 2.5720], [0.4762, -5.6042, -1.3650], [0.2645, -4.9675, -2.9948], [-1.0795, -5.7778, -2.1835], [-1.0403, -4.3606, 1.0149], [-2.5939, -4.4041, 0.1715], [-1.9750, -2.8737, 0.8049], [-1.6856, -2.6167, -3.5062], [-2.3867, -1.7255, -2.1498], [-2.9881, -3.3396, -2.5525], [0.2861, 0.2755, -3.6755], [-0.0090, -1.2572, -4.4925], [1.2596, -0.1778, -5.0850], [3.1607, 0.6493, -2.1756], [3.8475, 0.1518, -3.7264], [4.2878, -0.7064, -2.2475], [1.8940, -3.6342, -4.1525], [3.4388, -3.4382, -3.3273], [3.1546, -2.6256, -4.8696]], "mulliken_charge": [0.6104, -0.6397, -0.8066, 0.9135, -0.7998, -0.3413, -0.3864, -0.6628, 0.6800, -0.6442, 1.0118, -0.6492, -0.6633, 0.3073, 0.4759, 0.4669, 0.4488, -1.2174, 0.7714, -1.3735, 0.1935, -0.2326, -0.7100, -0.4031, -0.6109, -0.0760, 0.3238, 0.2849, 0.2990, 0.3571, 0.3325, 0.3285, 0.2903, 0.3931, 0.3627, 0.3590, 0.2659, -1.0586, 0.5982, -1.1094, -1.0810, -0.2154, -0.2833, 0.2709, -1.0770, -0.9378, -0.8045, 0.5101, -0.9999, -1.0777, -1.0788, 0.3866, 0.2653, 0.2963, 0.3885, 0.2654, 0.2417, 0.3913, 0.2875, 0.3000, 0.2544, 0.2367, 0.3885, 0.2976, 0.3959, 0.1784, 0.2864, 0.1019, 0.3942, 0.2124, 0.2876, 0.3959, 0.2928, 0.3742, 0.2743, 0.2578, 0.2455, 0.3878], "e_above_lowest_kcal_mol": 36.58, "fmax_ev_per_a": 4.3, "total_energy_ev": -107621.0315, "lumo_ev": [1.996, 2.058], "charge": -1, "spin_multiplicity": 4}


3.
{"formula": "C24H42NOP3Pr", "method": "ωB97M-V with the def2-TZVPD basis set", "species": ["Pr", "P", "P", "P", "H", "C", "C", "H", "C", "C", "C", "C", "C", "C", "C", "C", "C", "H", "H", "H", "H", "H", "H", "H", "H", "H", "H", "H", "H", "H", "H", "H", "H", "H", "H", "H", "H", "H", "H", "H", "H", "H", "H", "H", "H", "H", "C", "C", "C", "C", "C", "C", "O", "H", "H", "H", "H", "H", "H", "N", "C", "C", "C", "C", "C", "C", "C", "H", "H", "H", "H", "H"], "coordinates": [[-0.7662, 0.5249, 0.3342], [1.9789, -1.1590, 1.8373], [1.5646, 2.2417, -0.0629], [-1.0205, -2.3888, -0.2580], [-0.7372, 1.9648, -8.6481], [-1.6903, 1.4388, -8.5366], [-2.8046, 2.0566, -8.1296], [-2.8211, 3.1279, -7.9154], [3.3998, -2.0631, 1.2177], [2.5922, 0.2114, 2.8196], [1.0611, -2.2440, 2.9313], [0.9083, 3.3289, -1.3898], [2.0155, 3.4969, 1.1994], [3.2097, 1.8383, -0.7602], [-2.2676, -2.4212, -1.6050], [-1.8145, -3.5206, 0.9516], [0.2523, -3.5068, -0.9645], [-1.6919, 0.3700, -8.7812], [-3.7490, 1.5119, -8.0325], [4.0193, -2.4071, 2.0555], [3.9996, -1.4073, 0.5715], [3.0601, -2.9306, 0.6357], [3.2079, -0.1945, 3.6384], [1.7701, 0.7861, 3.2690], [3.2207, 0.8871, 2.2261], [1.6687, -3.1337, 3.1503], [0.1087, -2.5699, 2.4916], [0.8484, -1.7374, 3.8828], [1.4571, 4.2792, -1.3679], [-0.1633, 3.5212, -1.2337], [1.0306, 2.8510, -2.3707], [3.0058, 3.9261, 0.9944], [2.0285, 3.0210, 2.1894], [1.2655, 4.2974, 1.2081], [3.7448, 2.7732, -0.9884], [3.0872, 1.2599, -1.6886], [3.8055, 1.2400, -0.0549], [-2.7909, -3.3854, -1.5924], [-1.7801, -2.2715, -2.5762], [-2.9953, -1.6113, -1.4572], [-2.5582, -4.1416, 0.4364], [-2.3257, -2.9235, 1.7207], [-1.0737, -4.1661, 1.4407], [-0.2441, -4.3428, -1.4795], [0.9157, -3.9065, -0.1834], [0.8655, -2.9570, -1.6929], [-1.1693, 0.7022, -3.0887], [0.0501, 0.2455, -3.6478], [0.1251, 0.0128, -5.0112], [-0.9828, 0.2401, -5.8202], [-2.1683, 0.7275, -5.2751], [-2.2815, 0.9777, -3.9143], [-1.2881, 0.8321, -1.7776], [1.2917, -0.8107, 0.5656], [0.8857, 0.0616, -2.9721], [1.0542, -0.3446, -5.4503], [-0.9057, 0.0821, -6.8948], [-3.0034, 0.9491, -5.9365], [-3.1919, 1.3507, -3.4531], [-1.2393, 0.6377, 2.7463], [-1.1730, 0.5655, 3.9200], [-1.1505, 0.4857, 5.3345], [-2.3531, 0.6806, 6.0475], [-2.3559, 0.5967, 7.4413], [-1.1751, 0.3113, 8.1321], [0.0201, 0.1119, 7.4333], [0.0437, 0.2007, 6.0390], [-3.2699, 0.8898, 5.4967], [-3.2942, 0.7539, 7.9795], [-1.1832, 0.2410, 9.2177], [0.9419, -0.1160, 7.9672], [0.9748, 0.0505, 5.4889]], "mulliken_charge": [0.9055, 0.9476, 0.8603, 0.8520, 0.3063, -0.6282, -0.5692, 0.2734, -1.2719, -0.9659, -0.5211, -1.2519, -1.3504, -1.3134, -1.2567, -1.4264, -1.2435, 0.3359, 0.3465, 0.4613, 0.3810, 0.3494, 0.5077, 0.1674, 0.3635, 0.4808, -0.1384, 0.2461, 0.4914, 0.3950, 0.3760, 0.4184, 0.3201, 0.4490, 0.4735, 0.3115, 0.3942, 0.5562, 0.3318, 0.3696, 0.4156, 0.3849, 0.4493, 0.4514, 0.3484, 0.3356, -0.1474, 0.3308, -0.9749, -0.2777, -0.2180, -0.5122, -0.3292, -0.0699, 0.3889, 0.4040, 0.2991, 0.3194, 0.4504, -0.3521, 0.0235, 0.7830, -0.5087, -0.6427, -0.3922, -0.7897, 0.0259, 0.4663, 0.4221, 0.4318, 0.4177, 0.3321], "e_above_lowest_kcal_mol": 0.00, "fmax_ev_per_a": 4.7, "total_energy_ev": -71016.7476, "lumo_ev": [-9.829, -9.728], "charge": 3, "spin_multiplicity": 3}